# 1
This record from OMol25 describes 2 unconnected molecules or ions with the total composition C4H5NO2S in a non-equilibrium geometry. The level of theory is ωB97M-V with the def2-TZVPD basis set.

The energy above the lowest of the compared OMol25 structures with the same formula, charge and spin is 752.4 kJ/mol. The calculation puts the frontier orbital gap (alpha / beta) at 6.359 / 6.323 eV. Its charge is 0. For the lowest unoccupied orbital energy (alpha / beta), the calculation gives -2.097 / -2.126 eV.

Cartesian coordinates (Å):
S 3.604 0.109 -0.124
O -2.345 -0.470 -0.404
O -0.047 1.264 -0.441
N -3.627 -0.027 0.047
C 1.165 -0.796 -0.013
C 2.298 -1.296 0.258
C 2.287 1.226 -0.221
C 1.002 0.582 -0.267
H -4.140 -0.970 0.222
H 2.639 -2.304 0.519
H 2.307 2.327 -0.512
H -3.623 0.245 1.098
H -1.519 0.109 -0.161

---

# 2
This record from OMol25 describes a molecular structure, C22H28N5O5PdS2 in a non-equilibrium geometry. The level of theory is ωB97M-V with the def2-TZVPD basis set.

The calculation puts the frontier orbital gap at 3.737 eV. Its charge is +3. For the lowest unoccupied orbital energy, the calculation gives -13.126 eV.

Cartesian coordinates (Å):
Pd -0.142 -0.290 0.443
S -1.407 1.846 -0.083
S 1.831 0.371 3.113
O 5.781 -2.150 -3.199
O 1.779 -0.793 -0.635
O 0.803 0.779 2.032
O 5.695 -3.932 -4.439
O -0.147 -1.301 -1.488
N 5.208 -3.064 -3.758
N -2.056 -1.309 0.601
N -3.386 -3.003 0.259
N 0.979 2.969 -0.483
N -0.771 4.372 0.050
C -4.801 5.206 0.644
C -4.120 -1.867 0.035
C 3.383 1.115 2.521
C 2.265 -1.383 2.818
C -3.906 -4.364 0.199
C 3.724 -3.115 -3.576
C -2.479 5.716 1.079
C -3.105 3.911 -0.445
C 1.122 -1.438 -1.516
C 1.061 -2.299 2.972
C 0.990 -3.202 -3.240
C -0.301 3.158 -0.189
C 1.770 -2.313 -2.490
C -3.813 5.970 1.294
C 1.595 -4.043 -4.152
C 3.377 2.614 2.769
C -2.147 -2.636 0.586
C -3.283 -0.814 0.239
C 3.152 -2.262 -2.661
C -4.442 4.175 -0.213
C -2.118 4.662 0.231
C 2.976 -4.008 -4.327
H -3.499 0.238 0.180
H 1.617 3.738 -0.639
H 3.772 -1.568 -2.111
H -0.121 5.148 0.141
H -5.848 5.443 0.784
H 1.338 -3.315 2.692
H 4.183 0.625 3.079
H -5.203 3.632 -0.755
H -4.597 -4.535 1.023
H 3.025 -1.623 3.563
H -5.159 -1.895 -0.244
H 2.698 -1.441 1.819
H 4.280 3.058 2.351
H 0.227 -1.987 2.331
H 0.692 -2.325 3.997
H -3.089 -5.076 0.273
H -0.083 -3.222 -3.100
H -2.821 3.199 -1.216
H 3.466 -4.664 -5.034
H 2.514 3.097 2.308
H 1.321 2.041 -0.669
H -4.100 6.757 1.978
H 3.458 0.855 1.464
H -1.358 -3.328 0.831
H 3.368 2.839 3.835
H -4.435 -4.518 -0.738
H 1.008 -4.734 -4.740
H -1.722 6.286 1.604

---

# 3
This record from OMol25 describes a molecular structure, C45H45N5O2SSiW. The level of theory is ωB97M-V with the def2-TZVPD basis set.

The energy above the lowest of the compared OMol25 structures with the same formula, charge and spin is 85.4 kJ/mol. The calculation puts the frontier orbital gap (alpha / beta) at 6.783 / 6.676 eV. Its charge is +2. For the lowest unoccupied orbital energy (alpha / beta), the calculation gives -5.915 / -5.930 eV.

Cartesian coordinates (Å):
W -0.105 0.154 -0.006
S -3.802 -2.748 -0.315
Si -1.178 -2.427 1.969
O -2.493 -2.080 0.092
O 1.440 1.150 1.289
N 1.684 -1.033 -0.759
N 2.912 -3.304 -4.754
N -0.191 -0.825 1.656
N -1.904 1.364 0.548
N 0.345 2.201 -1.091
C -0.312 0.515 -4.388
C -4.252 -4.037 0.909
C -1.925 1.934 1.768
C 0.513 1.972 -2.567
C -0.704 -3.521 3.461
C 3.163 4.500 -2.675
C 2.969 4.552 1.667
C 2.385 3.300 1.148
C -0.201 0.776 -3.014
C -3.020 2.622 2.249
C 2.877 -2.361 -2.354
C 1.343 0.766 2.611
C 1.802 -1.568 -1.982
C 2.909 -2.881 -3.687
C -0.323 -3.544 0.690
C -3.871 -5.400 0.348
C 1.396 4.442 -1.413
C 1.654 4.163 -2.918
C 1.182 2.828 -3.343
C -4.123 2.168 0.181
C 1.419 3.111 -0.764
C -2.736 -1.633 2.735
C 0.443 -0.284 2.812
C 2.081 1.337 3.638
C 2.740 5.131 -1.356
C -1.544 -1.136 -2.569
C 1.894 0.868 4.927
C 3.878 2.644 -1.128
C -3.384 -4.011 -1.575
C 2.725 1.822 0.989
C -2.997 1.481 -0.227
C -4.074 -5.301 -1.158
C 3.352 5.647 1.006
C 0.991 -0.153 5.165
C 0.279 -0.729 4.127
C -1.656 -1.396 -3.921
C -1.019 -0.574 -4.843
C 2.661 -1.304 0.131
C 2.644 2.579 -0.283
C 3.510 5.694 -0.438
C -0.801 -0.062 -2.050
C 3.756 -2.092 -0.165
C 4.049 3.349 -2.248
C -4.142 2.746 1.442
C 3.882 -2.634 -1.431
H -5.333 -3.938 1.023
H 0.357 -3.748 3.571
H -2.347 -1.013 3.549
H -2.986 3.050 3.241
H -4.483 -6.181 0.797
H -0.770 -4.540 0.641
H -3.681 -3.642 -2.555
H -2.828 -5.628 0.574
H 0.498 5.007 -1.149
H 4.474 6.073 -0.774
H -0.412 -1.511 4.367
H -2.231 -2.246 -4.267
H -3.324 -0.996 2.078
H 1.311 2.554 -4.380
H 0.696 -3.687 1.064
H -1.186 -4.472 3.189
H -0.274 -3.138 -0.321
H -5.138 -5.266 -1.402
H 1.220 4.940 -3.548
H 4.934 3.145 -2.839
H -5.014 3.283 1.789
H -4.973 2.238 -0.483
H 2.558 -0.875 1.116
H 1.014 -1.370 -2.691
H 0.839 -0.518 6.172
H 4.499 -2.269 0.598
H -2.950 0.993 -1.191
H 4.728 -3.250 -1.703
H 4.608 1.901 -0.839
H -1.111 -3.250 4.433
H -0.560 2.664 -0.976
H -1.087 -0.776 -5.904
H 2.944 4.586 2.754
H -2.000 -1.806 -1.874
H 0.145 1.172 -5.113
H 2.810 2.105 3.440
H -2.297 -4.103 -1.532
H -3.646 -6.148 -1.693
H 1.302 3.301 1.365
H 2.460 1.299 5.741
H -3.395 -2.354 3.223
H -1.034 1.817 2.372
H -3.792 -3.778 1.858
H 3.705 6.490 1.588
H 3.630 5.110 -3.445